{
  "formula": "C4H7OZn",
  "method": "ωB97M-V/def2-TZVPD",
  "homo_ev": -12.669,
  "charge": 1,
  "total_energy_ev": -54712.8729,
  "de_lowest_kj_mol": 463.5,
  "symbols": ["C", "C", "C", "O", "Zn", "H", "H", "H", "C", "H", "H", "H", "H"],
  "positions_angstrom": [[0.404, -0.814, 0.215], [0.479, 0.508, 0.802], [0.796, 1.442, -0.221], [-0.133, 2.422, -0.417], [-1.706, 2.291, 0.247], [0.885, -1.521, 0.912], [0.399, 0.751, 1.864], [0.896, -0.092, -0.943], [-0.759, -1.528, -0.432], [-0.471, -2.565, -0.661], [-1.008, -1.089, -1.408], [-1.611, -1.622, 0.257], [1.829, 1.816, -0.217]],
  "forces_ev_per_angstrom": [[1.40, 1.23, 0.08], [-2.05, -0.82, 0.00], [-1.99, 2.47, 1.68], [4.68, -0.36, -2.35], [-2.39, -0.83, 1.74], [0.48, -0.11, -0.70], [0.20, 0.17, -0.12], [0.23, -1.60, 1.17], [-0.35, -0.32, -0.87], [0.14, 0.38, 0.09], [-0.46, 0.04, 0.46], [0.18, 0.35, -0.24], [-0.07, -0.59, -0.94]],
  "lowdin_charge": [-0.19, -0.14, -0.26, -0.31, 1.11, 0.13, 0.11, 0.22, -0.10, 0.09, 0.08, 0.09, 0.16]
}

=====

{
  "formula": "C4H10FN2",
  "method": "ωB97M-V/def2-TZVPD",
  "homo_ev": -14.270,
  "charge": 1,
  "total_energy_ev": -10000.0219,
  "de_lowest_kj_mol": 47.4,
  "symbols": ["C", "C", "N", "F", "H", "H", "H", "H", "H", "H", "H", "C", "C", "N", "H", "H", "H"],
  "positions_angstrom": [[-0.940, -0.681, -0.882], [0.152, 0.343, -1.466], [0.117, 0.334, -2.988], [-0.082, 1.639, -0.960], [-0.416, -1.192, -0.013], [-1.216, -1.444, -1.665], [-1.884, -0.145, -0.564], [1.199, -0.009, -1.195], [1.041, 0.594, -3.371], [-0.033, -0.650, -3.273], [-0.642, 0.957, -3.301], [0.565, 0.535, 3.301], [0.228, -0.917, 3.238], [-0.036, -2.049, 3.189], [1.174, 0.812, 2.440], [-0.350, 1.128, 3.297], [1.122, 0.746, 4.214]],
  "forces_ev_per_angstrom": [[0.88, 0.51, -0.22], [-0.50, -0.90, 2.14], [0.39, 0.07, 0.51], [0.57, -1.92, -1.47], [-1.06, 0.54, -0.97], [0.34, 0.64, 0.91], [1.25, -0.52, -0.29], [-1.28, 0.77, -0.22], [-0.61, 0.38, -0.01], [-0.28, 0.61, -0.03], [0.29, -0.26, -0.30], [-0.21, -0.78, 0.01], [-0.18, -0.80, -0.02], [0.41, 1.83, -0.08], [-0.01, -0.04, 0.08], [0.05, -0.08, 0.03], [-0.04, -0.05, -0.07]],
  "lowdin_charge": [0.01, -0.29, 0.24, 0.02, 0.10, 0.09, 0.11, 0.17, 0.18, 0.18, 0.19, -0.07, -0.27, 0.12, 0.07, 0.08, 0.08]
}

=====

{
  "formula": "C3H8N3O",
  "method": "ωB97M-V/def2-TZVPD",
  "homo_ev": [-12.825, -11.626],
  "charge": 1,
  "total_energy_ev": -9747.4589,
  "de_lowest_kj_mol": 482.9,
  "symbols": ["C", "C", "C", "N", "N", "N", "O", "H", "H", "H", "H", "H", "H", "H", "H"],
  "positions_angstrom": [[0.662, -0.517, 0.079], [-0.563, 0.453, 0.555], [-1.829, 0.548, -0.171], [1.842, -0.218, -0.189], [0.127, -1.781, -0.157], [2.656, 0.807, -0.021], [-2.825, -0.316, -0.016], [-0.138, 1.546, 0.431], [-0.584, 0.169, 1.525], [-1.806, 1.255, -0.946], [-0.829, -1.719, 0.037], [0.710, -2.613, -0.227], [2.636, 1.719, -0.647], [3.598, 0.739, 0.249], [-3.658, -0.074, -0.503]],
  "forces_ev_per_angstrom": [[-0.91, -1.46, -1.74], [0.77, 3.79, -3.01], [0.94, -2.26, 1.11], [1.03, -0.64, 0.40], [1.90, 2.12, 0.15], [-1.38, 4.69, -1.77], [0.28, 1.25, -0.22], [-0.50, -2.11, 0.55], [-0.69, -0.74, 3.25], [-0.78, 0.89, -1.15], [-1.39, -1.47, 0.24], [-0.55, 0.41, 0.02], [-0.82, -2.75, 1.26], [1.04, -1.50, 0.61], [1.06, -0.21, 0.30]],
  "lowdin_charge": [-0.30, -0.05, -0.05, 0.04, 0.16, 0.05, 0.12, 0.17, 0.09, 0.13, 0.06, 0.14, 0.18, 0.09, 0.18]
}

=====

{
  "formula": "C5H18O3",
  "method": "ωB97M-V/def2-TZVPD",
  "smiles": "CCCCC.O.O.O",
  "homo_ev": -10.902,
  "charge": 0,
  "total_energy_ev": -11619.0997,
  "de_lowest_kj_mol": 58.7,
  "symbols": ["C", "C", "C", "C", "C", "H", "H", "H", "H", "H", "H", "H", "H", "H", "H", "H", "H", "H", "H", "O", "H", "H", "O", "H", "H", "O"],
  "positions_angstrom": [[-2.298, -1.174, -1.172], [-1.693, -0.748, 0.162], [-0.172, -0.446, 0.077], [0.571, -1.785, 0.049], [-1.835, -0.516, -2.475], [-2.299, -2.256, -1.317], [-3.379, -1.001, -1.123], [-1.835, -1.587, 0.847], [-2.194, 0.128, 0.578], [0.086, 0.195, 0.918], [-0.063, 0.117, -0.841], [1.350, -1.918, -0.702], [1.031, -1.966, 1.018], [-0.105, -2.634, -0.065], [-2.281, -1.036, -3.318], [-2.145, 0.527, -2.476], [-0.756, -0.630, -2.582], [0.753, 2.302, -0.228], [1.045, 3.595, -0.919], [1.138, 2.644, -1.046], [0.442, 2.343, 2.872], [-0.643, 2.284, 1.834], [0.288, 2.513, 1.937], [2.383, -0.886, 1.658], [3.771, -1.450, 1.188], [3.234, -1.221, 1.948]],
  "forces_ev_per_angstrom": [[-1.32, -0.26, -0.58], [0.78, 0.08, -0.08], [-1.33, -0.73, -0.28], [0.34, -0.23, 0.39], [0.20, -0.36, 0.69], [0.60, -0.13, 0.22], [-0.04, 0.15, 0.18], [-0.14, 0.23, 0.28], [-0.25, 0.01, -0.12], [0.38, -0.13, -0.02], [0.53, 0.26, -0.04], [0.02, 0.34, -0.07], [0.08, -0.16, 0.04], [-0.16, 0.15, -0.22], [-0.18, 0.09, -0.09], [0.31, 0.16, -0.25], [0.01, 0.34, -0.17], [0.24, -0.12, 0.01], [0.13, 0.00, -0.17], [-0.28, 0.13, 0.21], [0.26, 0.06, -0.02], [-0.02, 0.09, -0.10], [-0.34, -0.11, 0.12], [0.23, 0.03, -0.39], [-0.27, 0.12, -0.27], [0.23, -0.01, 0.75]],
  "lowdin_charge": [-0.27, -0.22, -0.25, -0.10, -0.10, 0.10, 0.10, 0.10, 0.10, 0.08, 0.07, 0.08, 0.05, 0.07, 0.07, 0.08, 0.07, -0.02, 0.04, -0.06, 0.05, 0.04, -0.05, 0.00, 0.04, -0.05]
}